Record 1
64
Properties=species:S:1:pos:R:3:forces:R:3 method="wB97M-V/def2-TZVPD" charge=-1 spin_multiplicity=1
N 8.1446 -0.4459 -1.4311 -3.509 -1.133 -1.118
B 7.0643 -0.4495 -2.4653 3.992 -1.040 0.369
O 7.5078 -0.8045 -3.8194 -2.087 -0.361 1.886
N 5.6080 -0.1482 -2.1730 -3.818 0.801 -0.604
C 5.0664 0.1974 -0.8683 -3.042 0.147 -0.366
C 3.5492 0.4801 -0.5896 1.869 -0.966 -3.710
C 2.5263 0.3931 -1.7755 0.708 -0.307 -0.990
C 0.9760 0.6018 -1.6700 -0.238 0.067 0.792
C 0.2888 0.3853 -0.2723 -3.592 1.202 -2.421
C -1.2454 0.5414 -0.1505 3.571 -0.279 -0.240
N -2.1385 0.8914 -1.2932 1.787 -0.458 0.502
P -3.9027 1.0052 -1.0870 1.013 1.233 -2.863
O -4.6661 0.5462 -2.5871 2.657 -1.059 1.585
I -4.5738 -0.7185 0.6203 -0.130 -1.223 0.596
C -1.5169 1.1423 -2.6054 3.419 -1.280 -0.184
C 0.0261 1.0201 -2.8817 -2.404 -1.026 3.830
C 3.1505 0.0337 -3.2018 3.506 0.125 2.875
C 4.6899 -0.2138 -3.3255 -4.257 0.862 1.274
H 7.7830 -0.7680 -0.5141 0.466 0.738 -0.501
H 8.8511 -1.1794 -1.7133 0.640 0.091 -0.157
H 7.5470 -1.7971 -3.8681 0.518 1.309 0.183
H 5.7884 0.2376 0.0318 -1.394 0.105 -1.535
H 3.2041 0.7437 0.4616 1.054 -0.698 -1.480
H 0.8773 0.1109 0.6764 -1.100 0.339 -1.704
H -1.7356 0.3573 0.8689 0.751 0.360 -1.845
H -4.0302 -0.0141 -3.1140 -0.460 1.159 0.112
H -2.1999 1.4241 -3.5293 1.657 0.177 0.709
H 0.4744 1.2207 -3.9149 -1.337 -0.143 1.774
H 2.4608 -0.0565 -4.1041 1.318 0.109 1.374
H 5.0597 -0.4655 -4.3904 -0.101 0.432 2.366
C 11.0755 -2.9316 -2.4385 1.071 -0.126 -0.348
O 9.8294 -2.6290 -2.0688 -1.187 0.377 0.238
H 11.4600 -3.9319 -2.1490 -0.246 -0.410 0.284
H 11.2954 -2.9303 -3.5269 -0.272 0.096 -0.448
H 11.8889 -2.2775 -2.0604 0.023 0.427 0.311
C 4.6761 2.1464 2.2638 1.219 -0.487 0.203
O 4.9598 0.9043 1.9185 -0.420 0.378 0.026
H 3.6304 2.3605 2.5743 -0.841 -0.556 1.245
H 5.2348 2.5767 3.1166 0.092 -0.043 0.219
H 4.8294 2.9362 1.4955 0.315 0.490 -0.895
Li -6.3942 1.7180 -0.0095 -0.768 -0.182 -1.343
F -1.5362 2.1041 -4.6825 -0.400 0.248 -0.895
C -7.1606 4.0904 -2.9393 0.151 0.064 -0.187
O -7.3575 3.9064 -4.1389 -0.078 0.003 -0.257
O -6.5919 5.0961 -2.4489 0.529 0.943 -0.007
O -7.4997 3.2996 -2.0227 -0.266 -1.178 1.029
C -7.7939 -3.3621 1.9328 -0.095 0.178 0.122
Cl -7.2514 -3.6423 0.2698 -0.081 -0.140 0.012
Cl -6.4846 -2.6829 2.9120 -0.273 -0.204 -0.001
Cl -9.2028 -2.2942 1.9538 0.215 -0.179 -0.006
H -8.0827 -4.3193 2.3635 0.094 0.187 -0.150
Li -5.1993 -1.8377 -2.0008 -0.998 1.078 0.163
C -5.0799 -1.2405 6.3992 0.687 -0.588 0.056
C -5.9336 -0.6574 7.4836 -0.038 -0.188 0.870
O -6.5183 0.4752 6.8578 0.067 -0.075 -0.634
C -6.5032 0.2437 5.5162 -0.670 0.775 -0.838
O -7.0697 0.9219 4.7059 0.582 -0.643 0.706
O -5.7620 -0.8581 5.2133 -0.294 0.484 0.203
H -5.0012 -2.3268 6.4689 -0.061 0.111 -0.199
H -4.0735 -0.8118 6.3819 -0.073 -0.002 0.007
H -6.7302 -1.3371 7.8004 0.044 0.037 -0.051
H -5.3519 -0.3611 8.3581 -0.153 0.140 -0.114
Na 2.5963 3.1986 1.3600 -0.377 0.199 -0.913
F -7.5325 0.1821 -2.1735 1.045 -0.496 1.081


Record 2
12
Properties=species:S:1:pos:R:3:forces:R:3 method="wB97M-V/def2-TZVPD" charge=0 spin_multiplicity=1
H -0.4772 1.9929 -1.8557 -0.486 0.771 0.218
N -1.2128 1.8634 -1.1484 0.560 -2.302 0.058
C -0.7522 0.8296 -0.4524 -2.619 5.823 -1.255
N -1.6148 0.2542 0.4384 0.797 -1.845 5.570
C 0.6662 0.6747 -0.5895 -2.092 -1.728 0.501
C 1.2776 -0.4029 -0.2186 6.202 0.311 0.705
C 1.0780 -1.5310 0.6527 0.582 6.354 -5.600
N 0.9401 -2.3505 1.3702 -0.882 -5.688 4.862
H -2.4043 0.7541 0.8647 -0.051 0.648 -2.124
H -1.2568 0.0174 1.4792 0.338 -0.134 -3.467
H 1.3651 1.3542 -1.0172 -0.990 1.264 -0.638
H 2.3682 0.0895 -0.4459 -1.360 -3.473 1.171


Record 3
77
Properties=species:S:1:pos:R:3:forces:R:3 method="wB97M-V/def2-TZVPD" charge=-1 spin_multiplicity=1
C 0.2463 5.5463 -2.0406 0.238 -0.082 0.710
C -0.2075 5.8977 -0.6113 -0.288 0.061 -0.465
O 0.6793 6.7551 0.0875 0.087 -0.138 -0.278
C 1.9456 6.1935 0.3485 0.063 0.571 0.807
C 1.9064 4.9680 1.2273 -0.051 -0.302 -1.074
O 1.1914 5.2171 2.3928 0.257 0.162 0.386
C 1.1472 4.0750 3.2378 0.178 -0.206 -0.023
C 0.1692 3.0479 2.7070 -0.626 0.065 -0.239
O -0.3309 2.2278 3.7183 0.570 -0.256 0.456
C -0.6078 0.8822 3.2527 -0.648 -0.158 -0.936
Al -1.8890 0.7278 1.6220 0.113 0.153 0.325
C -1.8804 -1.1681 0.8717 -0.337 0.764 0.058
C -2.6803 -1.4765 -0.4132 0.950 -0.248 0.366
C -2.1858 -0.8828 -1.7351 -0.315 0.221 -0.106
C -2.5324 0.6133 -1.9078 -0.310 -0.676 0.167
C -0.7244 -1.1968 -2.0625 -0.337 0.408 -0.366
C 0.3243 -0.3300 -1.3508 0.817 -0.117 0.557
C 1.2761 0.3392 -2.2939 -0.577 0.328 0.722
C 2.2445 -0.2525 -2.9598 0.722 0.075 -0.470
C 2.9029 -1.4974 -2.4967 -0.149 -0.923 -0.414
C 2.7281 0.4000 -4.2391 0.189 0.029 1.003
H 1.1696 6.0681 -2.2618 0.134 0.240 -0.186
H 0.4609 4.4845 -2.1168 -0.109 -0.154 -0.236
H -0.5055 5.8453 -2.7584 -0.096 -0.107 -0.251
H -1.1416 6.4413 -0.6794 -0.134 0.270 0.151
H -0.4420 4.9937 -0.0543 0.167 -0.143 0.250
H 2.5228 5.9911 -0.5550 -0.068 -0.236 -0.248
H 2.4956 6.9624 0.8876 -0.015 0.257 0.035
H 2.9438 4.6618 1.4114 0.106 -0.012 0.243
H 1.4586 4.1642 0.6340 -0.121 -0.282 0.149
H 0.9033 4.4106 4.2404 -0.305 0.070 0.059
H 2.1400 3.6121 3.2818 0.156 0.095 0.129
H 0.6472 2.4635 1.9211 0.121 -0.236 -0.065
H -0.6648 3.5543 2.2128 -0.016 0.274 -0.102
H 0.3329 0.3727 2.9939 0.245 0.063 0.243
H -1.0550 0.3557 4.0907 0.077 -0.062 0.333
H -1.3608 1.8259 0.5496 0.081 0.057 -0.206
H -3.3725 1.1973 2.1140 -0.192 -0.108 -0.028
H -0.8384 -1.4834 0.8013 0.104 -0.232 -0.200
H -2.3271 -1.7866 1.6535 0.032 -0.110 0.210
H -2.6499 -2.5635 -0.5469 -0.294 -0.189 -0.136
H -3.7176 -1.1815 -0.2585 -0.207 -0.012 -0.057
H -2.7737 -1.3812 -2.5081 -0.025 -0.308 -0.076
H -3.1198 0.7505 -2.8113 0.095 0.139 -0.326
H -3.1849 0.8953 -1.0898 0.073 0.419 0.217
H -1.6616 1.2523 -1.9257 0.079 0.278 0.078
H -0.5372 -2.2569 -1.9124 0.087 -0.221 0.214
H -0.6132 -1.0440 -3.1366 0.088 0.050 -0.187
H 0.8974 -0.9735 -0.6838 -0.009 -0.047 0.234
H -0.1197 0.4263 -0.7187 -0.339 0.061 0.192
H 1.1831 1.4111 -2.4223 -0.695 0.123 -0.618
H 3.9815 -1.3639 -2.4688 0.233 0.145 -0.081
H 2.7276 -2.3608 -3.1434 -0.007 -0.086 -0.112
H 2.5964 -1.7806 -1.4993 -0.166 -0.033 0.232
H 2.9066 1.4485 -4.0175 0.163 0.265 -0.287
H 1.9120 0.3380 -4.9433 0.035 -0.029 -0.525
H 3.6291 -0.0645 -4.6260 0.123 0.015 -0.184
N 4.5780 -6.8725 -1.5718 -0.006 -0.017 0.013
C 5.0098 -5.8504 -0.7694 0.031 -0.025 -0.028
C 4.0852 -4.8433 -0.8385 0.034 0.019 0.027
C 3.0527 -5.2750 -1.7136 -0.048 -0.006 -0.037
C 3.3836 -6.5300 -2.1480 0.039 -0.026 -0.018
H 5.0622 -7.7393 -1.7156 -0.027 0.034 0.016
H 5.9336 -5.9281 -0.2217 -0.007 0.019 0.003
H 4.1402 -3.9011 -0.3191 -0.015 -0.004 -0.003
H 2.1683 -4.7256 -1.9904 0.002 0.005 0.021
H 2.8756 -7.2061 -2.8143 -0.012 0.018 0.001
N -5.1453 -3.0681 4.6249 -0.059 -0.035 -0.008
C -5.0150 -2.5819 3.3528 -0.024 0.078 0.010
C -4.6940 -3.6304 2.5342 -0.058 -0.034 -0.033
C -4.6337 -4.7975 3.3445 -0.020 -0.012 0.005
C -4.9182 -4.4181 4.6294 0.003 0.008 0.057
H -5.3711 -2.5162 5.4318 0.040 0.001 -0.044
H -5.1559 -1.5348 3.1415 0.102 0.002 -0.036
H -4.5199 -3.5673 1.4728 0.041 0.029 0.013
H -4.4051 -5.7995 3.0204 0.009 0.006 0.004
H -4.9764 -4.9878 5.5415 0.022 -0.007 -0.012


Record 4
70
Properties=species:S:1:pos:R:3:forces:R:3 method="wB97M-V/def2-TZVPD" charge=-2 spin_multiplicity=1
Pd 0.3248 -0.4418 -2.0117 -0.050 0.045 0.092
C -1.4240 -2.8145 1.2537 0.003 0.008 0.027
N -0.9251 -1.4641 1.4177 -0.008 0.010 0.057
C 0.5107 -1.2783 1.6385 0.024 0.039 -0.048
C -1.7667 -0.4325 1.2724 0.036 0.020 -0.043
O -2.9897 -0.5589 1.1497 -0.003 -0.031 0.030
C -1.1141 0.9479 1.2261 -0.095 0.002 -0.036
O -2.0637 1.9970 1.1856 0.053 -0.128 0.144
C -2.7360 2.1582 2.4179 -0.189 -0.051 -0.294
C -3.7384 3.2902 2.2182 0.044 0.041 0.108
O -3.4321 4.4478 2.4741 -0.057 -0.064 0.094
N -4.9742 2.9474 1.7634 0.048 -0.023 -0.136
C -5.3560 1.5987 1.3703 -0.024 -0.015 0.098
C -5.9722 3.9776 1.5919 0.024 0.021 0.026
H -0.7297 -3.3739 0.6273 -0.015 0.014 -0.009
H -2.3974 -2.7766 0.7730 -0.002 -0.001 -0.003
H -1.5230 -3.3205 2.2213 0.007 -0.008 -0.005
H 0.9885 -2.2548 1.6471 0.003 -0.023 -0.007
H 0.7031 -0.7948 2.6006 -0.017 -0.013 0.014
H 0.9755 -0.7183 0.8173 -0.015 -0.009 -0.002
H -0.5275 0.9853 0.3016 -0.013 0.031 -0.033
H -0.4234 1.0925 2.0629 0.014 -0.009 0.025
H -2.0582 2.4592 3.2224 0.124 0.083 -0.079
H -3.2275 1.2211 2.6935 -0.015 0.046 0.106
H -4.5065 1.0124 1.0240 0.037 0.027 0.033
H -6.0793 1.6737 0.5572 0.031 -0.017 -0.037
H -5.8361 1.0649 2.1998 0.000 0.010 -0.049
H -5.5154 4.9415 1.7962 -0.016 0.000 0.001
H -6.8149 3.8263 2.2759 0.004 -0.019 -0.008
H -6.3564 3.9632 0.5687 0.005 0.017 -0.005
C -1.4372 0.7479 -4.4265 -0.070 0.004 0.040
S -1.5616 -0.3081 -2.9560 0.112 -0.013 0.037
C -2.7466 0.7491 -2.0868 0.061 0.044 -0.058
O -2.4224 -1.4422 -3.4202 -0.018 -0.004 -0.053
H -2.4336 0.8787 -4.8582 0.007 -0.002 -0.001
H -0.7837 0.2274 -5.1225 0.000 -0.006 0.001
H -0.9866 1.6974 -4.1399 0.003 0.004 -0.002
H -2.2664 1.6927 -1.8263 -0.001 -0.008 0.008
H -3.0404 0.2272 -1.1773 0.026 -0.013 -0.017
H -3.6116 0.8993 -2.7372 -0.041 0.005 0.011
C 3.8987 2.0831 -0.9400 0.003 -0.007 0.010
C 3.6999 1.4784 0.4538 0.013 0.008 -0.004
C 2.3432 1.9089 1.0186 0.016 0.039 0.024
C 3.9108 -0.0242 0.4626 -0.047 -0.027 -0.025
C 4.8588 -0.5328 1.3236 0.025 -0.025 0.014
C 5.1829 -1.8929 1.3910 0.005 0.027 0.014
C 4.5364 -2.7275 0.4753 -0.006 -0.027 -0.028
C 3.5743 -2.2955 -0.4168 0.006 0.001 -0.028
C 3.0243 -3.3262 -1.3887 -0.030 -0.014 0.026
C 3.1398 -2.8852 -2.8502 0.004 0.001 0.000
C 1.5928 -3.7634 -1.0575 0.003 0.009 -0.015
C 3.0928 -0.8967 -0.4133 0.012 0.073 0.053
N 2.0662 -0.4415 -1.0601 -0.031 -0.070 -0.045
H 3.7468 3.1695 -0.9216 -0.001 0.004 -0.003
H 3.1802 1.6279 -1.6234 0.000 0.001 -0.005
H 4.9102 1.8804 -1.3032 0.000 0.000 -0.004
H 4.4737 1.9001 1.1117 0.004 -0.003 -0.003
H 1.5608 1.5623 0.3463 0.007 -0.009 -0.022
H 2.2846 3.0010 1.1115 -0.009 0.000 -0.007
H 2.1812 1.4712 2.0088 0.003 0.003 -0.001
H 5.3860 0.1676 1.9743 0.001 0.001 -0.002
H 5.9350 -2.2699 2.0749 0.002 0.003 0.001
H 4.8119 -3.7838 0.4470 0.001 0.001 0.001
H 3.6600 -4.2165 -1.2742 0.002 0.004 0.012
H 2.5675 -1.9710 -3.0050 -0.001 0.005 -0.006
H 2.7571 -3.6612 -3.5242 -0.002 -0.003 0.003
H 4.1865 -2.6905 -3.1026 0.001 0.001 -0.002
H 0.9143 -2.9131 -1.1496 -0.004 -0.007 0.011
H 1.5482 -4.1524 -0.0347 0.000 -0.009 0.010
H 1.2501 -4.5516 -1.7398 0.006 0.005 -0.005


Record 5
14
Properties=species:S:1:pos:R:3:forces:R:3 method="wB97M-V/def2-TZVPD" charge=0 smiles="CC(=O)NC=O.O" spin_multiplicity=1
C -0.6066 -0.0007 -2.0457 0.706 0.460 -0.915
C 0.3698 0.0597 -0.9064 -1.033 -0.782 0.802
O 1.4510 0.5844 -0.9267 0.451 0.077 -0.397
N -0.0924 -0.4930 0.3102 1.335 0.357 -0.756
C -1.4485 -0.6147 0.6093 -0.589 -0.164 0.331
O -2.1751 -1.4375 0.1247 0.091 0.083 -0.294
H -1.4605 0.6262 -1.8116 -0.315 -0.105 0.040
H -0.9188 -1.0003 -2.3350 -0.137 -0.073 0.434
H -0.1125 0.4361 -2.9165 -0.030 0.054 0.130
H 0.6448 -0.3360 1.0100 -0.904 0.250 0.271
H -1.8805 0.1358 1.2970 0.384 -0.120 0.265
O 1.8077 0.4828 2.2953 0.420 0.274 0.601
H 2.1438 0.2487 3.1698 -0.209 -0.263 -0.079
H 2.2778 1.3086 2.1257 -0.169 -0.049 -0.432


Record 6
9
Properties=species:S:1:pos:R:3:forces:R:3 method="wB97M-V/def2-TZVPD" charge=0 spin_multiplicity=1
C 0.2379 -1.4312 -0.4760 6.811 0.567 -3.552
C 0.6926 -0.1978 -0.4076 -3.497 2.899 1.949
C -0.5097 1.0757 0.5930 -0.392 -1.726 -4.137
I 2.2177 0.9034 -1.2518 -0.020 -0.460 0.084
I -1.8887 0.0078 1.7478 0.297 0.155 0.447
H 0.8964 -2.1947 -1.0313 -1.295 1.050 0.918
H -0.6129 -1.6890 -0.0823 -4.546 -1.544 2.241
H -1.2010 1.7522 -0.0447 1.319 -1.638 0.251
H 0.1677 1.7735 0.9529 1.322 0.698 1.798


| no. | energy (a.u.) |
| --- | --- |
| 1 | -3999.3609 |
| 2 | -319.5602 |
| 3 | -1557.7437 |
| 4 | -1852.9079 |
| 5 | -398.9916 |
| 6 | -711.9755 |